20
Properties=species:S:1:pos:R:3:forces:R:3 method="wB97M-V/def2-TZVPD" charge=0 lumo_ev=0.84 e_homo_ev=-9.06 smiles="[H]/N=C(/N)NC.CC(=O)O" total_energy_ev=-12891.7291
C 3.026 0.593 -2.184 0.233 -0.539 0.687
C 0.973 -0.490 -1.365 -0.367 0.844 -0.816
N 1.180 -0.336 -0.131 -0.480 -0.186 1.708
N 1.745 -0.053 -2.382 1.103 0.566 -0.741
N -0.219 -1.075 -1.862 0.682 -0.705 0.088
H 1.973 0.195 0.203 0.389 -0.313 -0.656
H -0.265 -0.374 1.796 -0.285 0.736 -0.980
H 1.512 -0.331 -3.311 -0.267 -0.288 -0.187
H -0.905 -0.383 -2.113 -0.113 0.176 0.046
H -0.563 -1.681 -1.142 -0.543 -0.057 0.282
H 3.801 -0.106 -1.827 -0.303 -0.015 0.098
H 2.886 1.336 -1.401 0.302 0.377 -0.186
H 3.460 1.017 -3.089 -0.584 0.200 -0.028
C -3.035 0.165 3.211 -0.370 0.408 -0.019
C -2.176 0.435 2.002 0.241 -0.392 -0.357
O -1.218 -0.521 1.883 -0.119 -0.863 0.849
O -2.364 1.290 1.187 0.116 0.316 0.149
H -4.056 -0.099 2.955 -0.105 0.025 -0.426
H -3.125 1.077 3.805 0.224 -0.130 0.028
H -2.630 -0.658 3.767 0.248 -0.160 0.462